i | {"formula": "C5H11O3", "method": "wB97M-V/def2-TZVPD", "species": ["C", "C", "C", "O", "H", "H", "H", "H", "H", "H", "H", "H", "C", "C", "O", "O", "H", "H", "H"], "coordinates": [[-0.209, 1.544, 0.929], [-0.636, 0.275, 1.694], [1.317, 1.576, 0.690], [-0.824, 1.597, -0.334], [-0.396, 2.465, 1.476], [0.173, -0.422, 1.956], [1.971, 1.411, 1.540], [1.695, 1.307, -0.304], [1.577, 2.645, 0.493], [-0.797, 0.695, -0.788], [-1.312, -0.374, 1.120], [-1.207, 0.644, 2.551], [0.440, -2.103, -1.786], [-1.025, -1.693, -1.357], [-1.291, -0.491, -1.685], [-1.716, -2.512, -0.754], [0.790, -2.715, -0.949], [0.961, -1.162, -1.794], [0.489, -2.687, -2.699]], "nbo_charge": [0.106, -0.663, -0.654, -0.771, 0.146, 0.200, 0.189, 0.226, 0.189, 0.510, 0.254, 0.193, -0.752, 0.791, -0.821, -0.744, 0.195, 0.207, 0.200], "total_charge": -1, "spin_multiplicity": 1, "homo_ev": -4.549, "homo_lumo_gap_ev": 8.41}

ii | {"formula": "C5H11O3", "method": "wB97M-V/def2-TZVPD", "species": ["C", "C", "O", "H", "H", "H", "H", "H", "H", "C", "C", "C", "O", "O", "H", "H", "H", "H", "H"], "coordinates": [[2.160, -1.070, 0.305], [1.216, -2.252, 0.162], [3.107, -1.329, 1.355], [2.708, -1.044, -0.654], [1.701, -0.104, 0.384], [0.752, -2.287, -0.812], [3.918, -0.854, 1.190], [0.497, -2.157, 0.985], [1.756, -3.174, 0.392], [-1.948, 1.786, -0.896], [-2.708, 1.101, 0.244], [-0.437, 1.583, -0.580], [0.050, 0.540, -1.094], [0.143, 2.417, 0.138], [-2.161, 1.326, -1.858], [-2.138, 2.863, -0.915], [-2.255, 0.139, 0.420], [-3.758, 0.811, 0.097], [-2.602, 1.706, 1.136]], "nbo_charge": [-0.067, -0.622, -0.758, 0.134, 0.229, 0.227, 0.460, 0.198, 0.188, -0.512, -0.606, 0.765, -0.819, -0.783, 0.194, 0.186, 0.209, 0.175, 0.202], "total_charge": -1, "spin_multiplicity": 1, "homo_ev": -4.058, "homo_lumo_gap_ev": 7.73}

iii | {"formula": "C5H11O3", "method": "wB97M-V/def2-TZVPD", "species": ["C", "C", "C", "O", "H", "H", "H", "H", "H", "H", "H", "H", "C", "C", "O", "O", "H", "H", "H"], "coordinates": [[1.203, -1.179, 1.019], [0.508, -1.303, 2.363], [0.370, -1.829, -0.085], [1.509, 0.165, 0.803], [2.212, -1.683, 1.120], [-0.544, -1.586, 2.507], [0.455, -2.890, -0.146], [-0.621, -1.777, 0.303], [0.437, -1.219, -1.001], [0.721, 0.766, 0.643], [0.591, -0.364, 3.090], [0.940, -2.242, 2.835], [-1.353, 2.726, -2.287], [-0.890, 1.483, -1.427], [-0.388, 1.759, -0.306], [-1.098, 0.366, -1.949], [-0.599, 2.779, -3.092], [-1.140, 3.680, -1.741], [-2.312, 2.348, -2.649]], "nbo_charge": [0.106, -0.639, -0.656, -0.777, 0.140, 0.197, 0.185, 0.202, 0.272, 0.520, 0.215, 0.183, -0.770, 0.790, -0.814, -0.782, 0.200, 0.207, 0.221], "total_charge": -1, "spin_multiplicity": 1, "homo_ev": -4.415, "homo_lumo_gap_ev": 8.39}

iv | {"formula": "C5H11O3", "method": "wB97M-V/def2-TZVPD", "species": ["C", "C", "O", "H", "H", "H", "H", "H", "H", "C", "C", "C", "O", "O", "H", "H", "H", "H", "H"], "coordinates": [[0.079, 1.476, 2.509], [-0.354, 2.283, 1.300], [0.718, 0.284, 2.111], [0.856, 1.920, 3.176], [-0.650, 1.199, 3.165], [-0.444, 3.375, 1.252], [0.770, 0.346, 1.120], [-1.252, 1.920, 0.857], [0.371, 1.985, 0.442], [-0.753, -1.216, -0.589], [-2.048, -0.795, -1.499], [0.609, -0.849, -1.371], [1.024, -1.583, -2.321], [1.266, -0.071, -0.634], [-0.954, -0.609, 0.275], [-0.853, -2.333, -0.325], [-1.733, -0.748, -2.521], [-2.593, 0.094, -1.337], [-2.781, -1.576, -1.450]], "nbo_charge": [-0.060, -0.682, -0.769, 0.142, 0.151, 0.205, 0.516, 0.207, 0.252, -0.503, -0.624, 0.773, -0.764, -0.798, 0.191, 0.196, 0.206, 0.182, 0.180], "total_charge": -1, "spin_multiplicity": 1, "homo_ev": -4.359, "homo_lumo_gap_ev": 8.12}

Which one sits at the bottom of the stability order? iv does.

i | {"formula": "C5H11O3", "method": "wB97M-V/def2-TZVPD", "species": ["C", "C", "O", "O", "H", "H", "H", "C", "C", "C", "O", "H", "H", "H", "H", "H", "H", "H", "H"], "coordinates": [[1.563, 3.108, 0.279], [0.253, 2.335, 0.017], [-0.675, 2.434, 0.831], [0.262, 1.688, -1.078], [2.356, 2.627, -0.286], [1.788, 3.260, 1.335], [1.407, 4.098, -0.152], [-0.544, -1.207, 0.004], [-1.533, -2.034, 0.801], [0.469, -2.104, -0.701], [-1.279, -0.438, -0.910], [-0.011, -0.535, 0.677], [-1.066, -2.820, 1.398], [-0.066, -2.718, -1.427], [1.170, -1.476, -1.243], [0.994, -2.728, 0.031], [-0.753, 0.398, -1.062], [-2.192, -2.504, 0.066], [-2.145, -1.384, 1.419]], "nbo_charge": [-0.734, 0.772, -0.750, -0.819, 0.204, 0.196, 0.202, 0.096, -0.618, -0.628, -0.779, 0.163, 0.181, 0.192, 0.215, 0.181, 0.517, 0.196, 0.213], "total_charge": -1, "spin_multiplicity": 1, "homo_ev": -4.552, "homo_lumo_gap_ev": 8.52}

ii | {"formula": "C5H11O3", "method": "wB97M-V/def2-TZVPD", "species": ["C", "O", "C", "C", "O", "C", "C", "O", "H", "H", "H", "H", "H", "H", "H", "H", "H", "H", "H"], "coordinates": [[-1.037, 2.555, -2.440], [-0.619, 1.734, -3.503], [-0.934, 0.365, -3.359], [0.259, -0.496, -2.973], [0.750, -0.256, -1.681], [2.017, -0.929, -1.314], [2.444, -0.691, 0.127], [2.636, 0.587, 0.511], [-0.700, 3.577, -2.659], [-2.137, 2.556, -2.346], [-0.601, 2.232, -1.480], [-1.314, 0.003, -4.328], [-1.739, 0.234, -2.615], [-0.066, -1.550, -3.030], [1.061, -0.360, -3.722], [2.807, -0.550, -1.989], [1.922, -2.016, -1.509], [1.507, -1.232, 0.557], [3.326, -1.368, 0.286]], "nbo_charge": [-0.249, -0.551, -0.074, -0.067, -0.563, -0.086, -0.025, -0.933, 0.180, 0.142, 0.206, 0.167, 0.165, 0.141, 0.157, 0.138, 0.127, 0.045, 0.080], "total_charge": -1, "spin_multiplicity": 1, "homo_ev": -2.282, "homo_lumo_gap_ev": 5.84, "smiles": "COCCOCC[O-]"}

iii | {"formula": "C5H11O3", "method": "wB97M-V/def2-TZVPD", "species": ["C", "C", "C", "O", "H", "H", "H", "H", "H", "H", "H", "H", "C", "C", "O", "O", "H", "H", "H"], "coordinates": [[-0.043, 1.445, 1.746], [0.102, 0.397, 2.915], [1.299, 1.551, 0.774], [-1.161, 1.000, 0.989], [-0.341, 2.443, 2.063], [1.374, 0.418, 3.162], [2.177, 1.135, 1.097], [1.060, 0.900, -0.229], [1.426, 2.553, 0.452], [-0.899, 0.266, 0.315], [-0.049, -0.552, 2.430], [-0.425, 0.745, 3.819], [-0.594, -2.017, -2.688], [0.004, -1.051, -1.623], [-0.726, -1.021, -0.591], [1.057, -0.395, -1.773], [-1.363, -1.412, -3.322], [-1.259, -2.743, -2.292], [0.335, -2.378, -3.241]], "nbo_charge": [0.114, -0.621, -0.696, -0.808, 0.147, 0.148, 0.186, 0.287, 0.184, 0.513, 0.236, 0.200, -0.735, 0.780, -0.806, -0.752, 0.205, 0.211, 0.205], "total_charge": -1, "spin_multiplicity": 1, "homo_ev": -4.728, "homo_lumo_gap_ev": 8.89}

iv | {"formula": "C5H11O3", "method": "wB97M-V/def2-TZVPD", "species": ["O", "C", "C", "C", "C", "C", "O", "H", "H", "H", "H", "H", "H", "H", "H", "H", "H", "H", "O"], "coordinates": [[0.657, -2.220, 2.217], [0.528, -2.049, 1.016], [-0.771, -1.735, 0.372], [-0.714, -0.671, -0.761], [-0.854, 0.749, -0.272], [-0.137, 1.810, -1.231], [1.000, 2.291, -0.718], [1.476, -2.195, 0.448], [-1.427, -1.375, 1.141], [-1.170, -2.648, -0.078], [-1.486, -0.925, -1.484], [0.235, -0.823, -1.274], [-1.926, 0.990, -0.226], [-0.360, 0.971, 0.673], [0.041, 1.261, -2.180], [-0.941, 2.561, -1.376], [1.458, 0.990, 1.721], [2.114, 1.569, 0.528], [2.276, 1.449, 1.486]], "nbo_charge": [-0.552, 0.440, -0.516, -0.387, -0.461, 0.014, -0.959, 0.116, 0.223, 0.216, 0.188, 0.196, 0.171, 0.199, 0.072, 0.073, 0.446, 0.514, -0.993], "total_charge": -1, "spin_multiplicity": 1, "homo_ev": -2.984, "homo_lumo_gap_ev": 6.59}

Which one sits at the bottom of the stability order? ii does.

i | {"formula": "C5H9O3", "method": "wB97M-V/def2-TZVPD", "species": ["O", "C", "O", "C", "C", "C", "C", "H", "H", "H", "H", "H", "H", "H", "H", "H", "O"], "coordinates": [[1.563, -1.260, 0.719], [0.516, -1.158, 0.079], [-0.618, -1.699, 0.254], [0.539, -0.407, -1.323], [-0.478, 0.733, -1.289], [0.035, 1.944, -0.601], [-0.559, 2.563, 0.424], [0.220, -1.118, -2.099], [1.580, -0.155, -1.524], [-1.455, 0.416, -0.902], [-0.703, 1.039, -2.331], [1.067, 2.261, -0.738], [-1.517, 2.445, 0.902], [-0.089, 3.505, 0.758], [0.707, -3.150, 2.775], [-0.560, -2.662, 2.107], [-0.247, -3.298, 2.788]], "nbo_charge": [-0.761, 0.777, -0.824, -0.517, -0.447, -0.148, -0.420, 0.200, 0.194, 0.234, 0.186, 0.190, 0.188, 0.168, 0.468, 0.510, -0.999], "total_charge": -1, "spin_multiplicity": 1, "homo_ev": -4.394, "homo_lumo_gap_ev": 8.33}

ii | {"formula": "C5H9O3", "method": "wB97M-V/def2-TZVPD", "species": ["O", "C", "O", "C", "C", "C", "C", "H", "H", "H", "H", "H", "H", "H", "H", "H", "O"], "coordinates": [[1.602, -1.171, 0.633], [0.586, -1.204, 0.024], [-0.519, -1.732, 0.492], [0.500, -0.406, -1.267], [-0.527, 0.823, -1.176], [0.110, 2.082, -0.775], [-0.375, 2.590, 0.385], [0.119, -0.974, -2.125], [1.420, 0.036, -1.492], [-1.240, 0.606, -0.414], [-1.078, 0.926, -2.116], [0.741, 2.606, -1.546], [-1.079, 1.834, 0.830], [-0.048, 3.246, 1.123], [0.701, -3.199, 2.636], [-0.653, -2.819, 1.939], [-0.259, -3.243, 2.848]], "nbo_charge": [-0.714, 0.757, -0.865, -0.491, -0.429, -0.146, -0.430, 0.198, 0.193, 0.224, 0.184, 0.187, 0.184, 0.190, 0.464, 0.526, -1.032], "total_charge": -1, "spin_multiplicity": 1, "homo_ev": -4.414, "homo_lumo_gap_ev": 8.23}

Which one sits at the bottom of the stability order? ii does.

i | {"formula": "C4H13NO2", "method": "wB97M-V/def2-TZVPD", "species": ["C", "C", "C", "N", "C", "H", "H", "H", "H", "H", "H", "H", "H", "H", "H", "H", "O", "H", "H", "O"], "coordinates": [[-1.520, 0.535, 1.386], [-0.721, 0.882, 0.101], [-0.706, -0.005, -1.025], [-1.279, -1.310, -0.980], [-0.545, 2.363, -0.114], [-2.630, 1.017, 1.321], [-1.710, -0.502, 1.610], [-1.283, 1.042, 2.396], [-0.430, 0.425, -1.973], [-0.485, -2.009, -0.666], [-1.986, -1.523, -1.776], [0.615, 2.691, 0.333], [-0.591, 2.573, -1.269], [-1.336, 3.108, 0.417], [3.586, -0.755, -1.148], [2.868, -2.017, -1.477], [2.703, -1.106, -1.210], [2.056, -1.622, 0.666], [1.981, -1.811, 2.096], [1.413, -1.977, 1.314]], "nbo_charge": [-0.639, -0.062, -0.001, -0.930, -0.643, 0.180, 0.235, 0.203, 0.164, 0.416, 0.379, 0.202, 0.211, 0.208, 0.326, 0.351, -1.425, 0.479, 0.428, -1.080], "total_charge": -1, "spin_multiplicity": 2, "homo_ev": [0.789, -4.893], "homo_lumo_gap_ev": [2.76, 8.32]}

ii | {"formula": "C4H13NO2", "method": "wB97M-V/def2-TZVPD", "species": ["C", "C", "C", "C", "N", "H", "H", "H", "H", "H", "H", "H", "H", "H", "H", "H", "O", "H", "H", "O"], "coordinates": [[-2.832, 1.022, -0.566], [-1.860, 1.405, 0.602], [-1.334, 0.171, 1.270], [-0.187, -0.397, 0.837], [0.421, -1.543, 1.370], [-2.928, -0.064, -0.583], [-3.785, 1.562, -0.533], [-2.226, 1.198, -1.464], [-2.352, 1.904, 1.437], [-1.142, 1.993, 0.039], [-1.653, -0.037, 2.287], [0.285, 0.144, 0.007], [-0.179, -2.326, 1.579], [0.997, -1.448, 2.211], [0.651, 1.504, -2.400], [0.428, 3.010, -2.028], [1.087, 2.291, -2.031], [4.527, -3.250, -0.351], [3.373, -3.137, -1.360], [3.771, -2.705, -0.596]], "nbo_charge": [-0.779, -0.511, -0.224, -0.049, -0.870, 0.194, 0.193, 0.160, 0.187, 0.216, 0.175, 0.190, 0.355, 0.359, 0.363, 0.342, -1.243, 0.452, 0.452, -0.961], "total_charge": -1, "spin_multiplicity": 2, "homo_ev": [1.161, -5.360], "homo_lumo_gap_ev": [2.02, 8.44]}

Which one sits at the bottom of the stability order? i does.

i | {"formula": "C4H9N2", "method": "wB97M-V/def2-TZVPD", "species": ["C", "C", "C", "C", "N", "N", "H", "H", "H", "H", "H", "H", "H", "H", "H"], "coordinates": [[0.508, -0.546, 0.572], [-1.708, -1.245, -0.154], [-0.767, 1.244, -0.478], [-0.819, -0.151, 0.391], [1.535, -1.029, 0.752], [3.170, 0.532, 0.146], [-2.758, -1.043, 0.061], [-1.566, -1.263, -1.203], [-1.348, -2.281, 0.144], [-1.654, 1.799, -0.393], [0.034, 1.929, -0.221], [-0.755, 1.193, -1.524], [-1.303, 0.038, 1.501], [3.799, -0.038, -0.520], [3.632, 0.860, 0.927]], "nbo_charge": [0.485, -0.594, -0.585, -0.375, -0.265, -0.129, 0.250, 0.225, 0.243, 0.247, 0.222, 0.236, 0.298, 0.392, 0.350], "total_charge": 1, "spin_multiplicity": 3, "homo_ev": [-15.896, -15.831], "homo_lumo_gap_ev": [12.67, 6.36]}

ii | {"formula": "C4H9N2", "method": "wB97M-V/def2-TZVPD", "species": ["C", "C", "C", "C", "N", "N", "H", "H", "H", "H", "H", "H", "H", "H", "H"], "coordinates": [[-3.414, 0.952, -0.036], [2.837, -0.017, 0.016], [-1.233, -0.417, 0.269], [-2.394, 0.148, 0.123], [1.765, 0.374, 0.570], [-0.100, -0.807, -0.593], [-4.388, 0.454, 0.059], [-3.251, 2.030, -0.023], [2.826, -0.682, -0.713], [3.877, 0.464, 0.179], [-0.860, -0.411, 1.342], [1.917, 1.128, 1.169], [0.782, -0.325, -0.038], [-0.134, -0.466, -1.566], [-0.020, -1.786, -0.640]], "nbo_charge": [-0.386, -0.320, -0.192, 0.102, -0.509, -0.653, 0.261, 0.264, 0.198, 0.293, 0.238, 0.421, 0.409, 0.441, 0.436], "total_charge": 1, "spin_multiplicity": 3, "homo_ev": [-10.721, -14.662], "homo_lumo_gap_ev": [7.33, 5.96]}

iii | {"formula": "C4H9N2", "method": "wB97M-V/def2-TZVPD", "species": ["C", "C", "C", "C", "N", "N", "H", "H", "H", "H", "H", "H", "H", "H", "H"], "coordinates": [[0.679, -0.860, -1.257], [1.387, 0.285, -1.005], [-0.113, -0.734, -0.099], [0.529, 0.609, 0.204], [-2.709, -0.403, -0.800], [1.255, 0.666, 1.521], [0.710, -1.592, -2.041], [2.207, 0.795, -1.465], [-0.745, -1.372, 0.486], [-0.121, 1.477, 0.113], [-2.927, -1.353, -1.087], [-2.574, 0.142, -1.648], [0.588, 0.789, 2.288], [1.937, 1.434, 1.541], [1.753, -0.222, 1.664]], "nbo_charge": [-0.165, -0.188, -0.147, -0.146, -0.599, -0.672, 0.246, 0.235, 0.240, 0.243, 0.307, 0.303, 0.447, 0.447, 0.449], "total_charge": 1, "spin_multiplicity": 3, "homo_ev": [-11.912, -14.216], "homo_lumo_gap_ev": [8.20, 9.34]}

iv | {"formula": "C4H9N2", "method": "wB97M-V/def2-TZVPD", "species": ["C", "C", "C", "C", "N", "N", "H", "H", "H", "H", "H", "H", "H", "H", "H"], "coordinates": [[0.298, -0.574, -1.270], [-0.111, -1.148, 0.844], [1.173, -0.438, -0.058], [-1.408, 0.883, -0.034], [1.817, 0.592, 0.386], [-0.744, -0.396, -0.243], [0.228, 0.314, -1.888], [0.373, -1.619, -1.795], [-0.103, -2.263, 0.913], [-0.367, -0.871, 1.916], [-0.823, 1.741, -0.156], [-2.449, 0.871, -0.626], [-1.838, 0.797, 0.984], [1.707, 0.940, 1.318], [2.247, 1.171, -0.291]], "nbo_charge": [-0.307, -0.285, 0.179, -0.472, -0.761, -0.016, 0.234, 0.291, 0.285, 0.243, 0.249, 0.285, 0.246, 0.415, 0.415], "total_charge": 1, "spin_multiplicity": 3, "homo_ev": [-10.680, -16.029], "homo_lumo_gap_ev": [7.84, 8.91]}

Which one sits at the bottom of the stability order? ii does.